1.
One molecule with the formula C9H12BrNOS, computed with the ωB97M-V functional and the def2-TZVPD basis.

Summary:
Orbital gap (alpha / beta) in eV: 7.8 / 7.8
Highest occupied orbital energy (alpha / beta) in eV: -7.714 / -7.712
Structure (SMILES): CC(C)=[S@](N)(=O)c1ccc(Br)cc1
Relative energy (zero: lowest compared OMol25 entry of this formula, charge and spin) in kJ/mol: 164.87
E_tot in Eh: -3452.15917
F_max in eV/A: 3.3

```
25
Properties=species:S:1:pos:R:3:lowdin_charge:R:1
C 2.857 0.406 1.574 -0.180
C 2.454 -0.184 0.227 -0.446
C 2.319 -1.704 0.029 -0.113
S 1.017 0.702 -0.304 0.856
N 1.105 0.323 -1.942 -0.101
O 1.140 2.141 -0.166 -0.392
C -1.053 0.428 -0.354 -0.207
C -1.814 1.379 0.316 -0.074
C -3.215 1.270 0.437 -0.092
C -3.741 0.033 0.015 -0.712
Br -5.585 -0.289 0.133 0.761
C -2.924 -0.992 -0.405 -0.131
C -1.571 -0.787 -0.654 -0.090
H 4.025 0.359 1.768 0.105
H 2.631 -0.198 2.514 0.077
H 2.623 1.495 1.732 0.070
H 2.137 -1.774 -1.002 0.022
H 3.305 -2.069 0.372 0.096
H 1.352 -1.956 0.512 0.083
H 0.639 0.878 -2.597 0.054
H 1.921 -0.140 -2.214 0.033
H -1.189 2.261 0.609 0.114
H -3.935 1.908 0.943 0.098
H -3.466 -1.892 -0.521 0.080
H -1.033 -1.597 -1.019 0.088
```

***

2.
C32H35Cl5CoFN2O3Sb as an isolated structure, computed with the ωB97M-V functional and the def2-TZVPD basis.

Summary:
Orbital gap (alpha / beta) in eV: 4.4 / 5.0
Highest occupied orbital energy (alpha / beta) in eV: -0.075 / -0.758
Multiplicity: 4
Relative energy (zero: lowest compared OMol25 entry of this formula, charge and spin) in kJ/mol: 1405.10
Net charge: -2
E_tot in Eh: -5598.89762
F_max in eV/A: 4.2

```
80
Properties=species:S:1:pos:R:3:mulliken_spin:R:1
Co -1.016 -0.662 0.731 2.326
O -0.188 0.573 -0.550 -0.120
C -0.903 1.590 -0.937 0.011
C -0.612 2.200 -2.181 0.001
C -1.389 3.209 -2.706 0.001
C -2.499 3.685 -2.015 -0.001
C -2.773 3.153 -0.769 0.005
C -1.990 2.148 -0.196 0.001
C -2.311 1.726 1.178 0.006
N -1.439 1.287 2.079 0.030
C -2.160 1.129 3.250 -0.003
C -3.448 1.546 3.066 0.010
N -3.522 1.929 1.753 0.008
H 0.236 1.815 -2.735 0.000
H -1.137 3.627 -3.675 0.000
H -3.129 4.459 -2.434 0.001
H -3.617 3.540 -0.208 0.001
H -1.688 0.753 4.144 -0.001
H -4.306 1.548 3.713 -0.001
H -4.368 2.156 1.258 -0.004
C 5.194 -2.001 1.256 0.000
C 4.547 -0.651 1.570 0.000
C 5.583 0.468 1.512 0.000
Sb 2.685 -0.457 0.379 -0.014
C 3.442 0.410 -1.546 0.000
C 2.497 -0.178 -2.597 0.001
C 4.882 0.070 -1.917 0.000
C 2.035 1.368 1.401 0.016
C 2.395 1.355 2.884 0.000
C 2.451 2.660 0.711 -0.001
H 6.020 -2.222 1.946 0.000
H 5.599 -2.013 0.240 0.000
H 4.462 -2.807 1.334 0.000
H 4.140 -0.702 2.583 0.000
H 6.148 0.426 0.581 0.000
H 6.305 0.375 2.335 0.000
H 5.127 1.456 1.582 0.000
H 3.325 1.495 -1.530 0.000
H 2.658 -1.257 -2.688 0.000
H 2.664 0.272 -3.585 0.000
H 1.452 -0.028 -2.319 -0.001
H 5.083 -0.998 -1.783 0.000
H 5.603 0.626 -1.320 0.000
H 5.077 0.305 -2.973 0.000
H 0.954 1.270 1.338 0.002
H 3.466 1.490 3.058 0.000
H 2.078 0.414 3.337 0.000
H 1.865 2.167 3.395 0.000
H 3.536 2.735 0.589 0.000
H 2.118 3.527 1.297 0.000
H 1.992 2.735 -0.276 0.000
F 0.555 -5.360 -0.755 0.000
C -0.352 -4.364 -0.943 0.006
C -0.002 -3.273 -1.719 -0.004
C -0.919 -2.260 -1.911 -0.036
C -2.228 -2.317 -1.374 -0.012
C -2.546 -3.475 -0.637 0.080
C -1.605 -4.491 -0.410 0.013
H 0.992 -3.205 -2.141 0.003
H -0.622 -1.415 -2.505 0.011
H -3.574 -3.627 -0.325 -0.008
H -1.856 -5.357 0.189 -0.003
Cl -2.412 -0.561 -4.039 0.000
C -3.433 -0.443 -2.612 -0.016
C -3.223 -1.233 -1.486 -0.002
C -4.088 -0.946 -0.305 -0.036
Cl -2.463 -1.767 1.987 -0.310
C -5.290 -0.197 -0.565 0.033
Cl -6.491 -0.141 0.704 0.006
C -5.492 0.472 -1.741 -0.008
Cl -6.990 1.303 -2.034 0.003
C -4.507 0.450 -2.738 0.047
Cl -4.647 1.528 -4.102 0.002
C -3.610 -1.171 0.945 0.551
O -1.140 -2.237 2.954 0.063
C 0.292 -2.147 3.049 -0.040
O 0.769 -1.456 2.142 0.057
H -3.319 -2.486 2.904 0.277
H -2.321 -2.905 1.208 0.042
H -2.602 -0.643 2.701 0.008
```

***

3.
An isolated ion of composition C2H4NO2 and charge +1, computed with the ωB97M-V functional and the def2-TZVPD basis.

Summary:
Orbital gap in eV: 10.9
Highest occupied orbital energy in eV: -18.599
Structure (SMILES): C[C@@H]1O[N+]1=O
Relative energy (zero: lowest compared OMol25 entry of this formula, charge and spin) in kJ/mol: 585.80
Net charge: +1
E_tot in Eh: -283.33305
F_max in eV/A: 9.5

```
9
Properties=species:S:1:pos:R:3:lowdin_charge:R:1
C -0.344 -0.901 -0.641 0.056
C 0.405 0.255 -0.113 -0.058
O 0.837 0.206 1.361 0.289
N -0.013 0.999 0.973 -0.130
O -0.696 1.948 1.485 0.274
H 0.362 -1.451 -1.128 0.074
H -0.913 -0.321 -1.442 0.161
H -0.883 -1.383 0.199 0.138
H 1.245 0.647 -0.695 0.195
```

***

4.
C22H35ClO2P2Pb as an isolated structure, computed with the ωB97M-V functional and the def2-TZVPD basis.

Summary:
Orbital gap (alpha / beta) in eV: 3.9 / 3.8
Highest occupied orbital energy (alpha / beta) in eV: -4.306 / -4.189
Relative energy (zero: lowest compared OMol25 entry of this formula, charge and spin) in kJ/mol: 581.61
E_tot in Eh: -2345.19088
F_max in eV/A: 4.2

```
63
Properties=species:S:1:pos:R:3:lowdin_charge:R:1
P 1.212 2.353 -4.134 0.924
P 3.753 -0.234 -4.161 0.899
C 2.868 2.360 -4.839 -0.346
C 3.329 1.007 -5.406 -0.349
H 3.583 2.780 -4.103 0.088
H 2.776 3.046 -5.690 0.076
H 2.624 0.561 -6.129 0.079
H 4.255 1.197 -5.984 0.094
C 5.328 0.226 -3.439 -0.196
H 5.440 -0.271 -2.469 0.054
H 5.396 1.307 -3.302 0.043
H 6.139 -0.092 -4.105 0.053
C 4.209 -1.575 -5.312 -0.202
H 5.053 -1.288 -5.960 0.054
H 3.343 -1.803 -5.951 0.058
H 4.477 -2.482 -4.759 0.055
C 1.182 3.408 -2.657 -0.266
H 0.246 3.293 -2.085 0.008
H 1.235 4.444 -3.025 0.057
H 2.069 3.217 -2.023 -0.024
C 0.268 3.237 -5.411 -0.218
H 0.253 2.658 -6.347 0.069
H 0.819 4.172 -5.566 0.045
H -0.760 3.453 -5.100 0.059
Pb 1.405 2.326 0.465 1.317
C 2.081 -2.407 -3.523 -0.259
C 2.662 -1.156 -3.054 -0.478
C 1.685 -0.182 -2.267 -0.201
C 0.371 0.263 -2.892 -0.244
C 0.363 0.542 -4.516 -0.362
C 0.575 -0.717 -5.114 -0.235
C -0.172 -1.842 -4.504 -0.224
C 0.678 -2.707 -3.475 -0.264
C -0.788 2.074 0.108 -0.326
H 2.760 -3.240 -3.706 0.058
H 3.422 -1.418 -2.273 0.120
H 2.275 0.686 -1.918 0.061
H 1.414 -0.708 -1.331 0.103
H -0.349 -0.519 -2.615 0.086
H -0.016 1.150 -2.343 0.053
H -0.618 0.955 -4.836 0.103
H 1.011 -0.896 -6.099 0.067
H -0.557 -2.562 -5.237 0.102
H -1.015 -1.439 -3.927 0.081
H 0.262 -2.518 -2.475 0.081
H 0.566 -3.772 -3.724 0.099
H -1.045 1.010 0.014 0.004
H -1.188 2.625 -0.750 -0.027
H -1.207 2.451 1.057 -0.008
Cl -0.894 -3.452 6.491 0.691
C -0.422 -2.389 5.236 -0.686
C -0.080 -1.063 5.533 -0.090
C 0.383 -0.228 4.520 -0.009
C 0.520 -0.712 3.214 -0.140
C 0.116 -2.013 2.912 -0.002
C -0.374 -2.848 3.914 -0.091
C 1.052 0.217 2.185 -0.598
O 1.084 1.457 2.567 -0.231
O 1.363 -0.107 0.989 -0.122
H -0.168 -0.719 6.561 0.105
H 0.618 0.806 4.765 0.120
H 0.143 -2.361 1.885 0.124
H -0.682 -3.866 3.699 0.106
```

***

5.
C26H35N6O11P2Ru as an isolated structure, computed with the ωB97M-V functional and the def2-TZVPD basis.

Summary:
Orbital gap (alpha / beta) in eV: 4.8 / 4.6
Highest occupied orbital energy (alpha / beta) in eV: -6.375 / -6.338
Multiplicity: 2
Relative energy (zero: lowest compared OMol25 entry of this formula, charge and spin) in kJ/mol: 494.35
E_tot in Eh: -2945.34313
F_max in eV/A: 3.6

```
81
Properties=species:S:1:pos:R:3:mulliken_spin:R:1
Ru -0.171 -0.354 -0.571 0.720
C 5.880 1.309 -3.690 0.001
C 4.800 1.238 -2.651 0.020
C 4.675 -0.024 -1.948 -0.012
C 3.794 -0.361 -0.997 0.024
C 2.672 0.397 -0.420 -0.047
N 1.871 -0.265 0.443 0.064
C 2.423 -1.126 1.339 0.017
C 3.719 -0.852 1.837 0.007
C 4.353 -1.667 2.742 -0.002
C 3.728 -2.817 3.214 0.003
C 4.436 -3.747 4.152 0.000
C 2.429 -3.065 2.798 -0.001
C 1.763 -2.252 1.886 -0.007
N 0.438 -2.588 1.564 -0.004
C -0.101 -3.828 1.587 0.003
C -1.459 -3.692 1.428 0.002
C -1.662 -2.315 1.307 0.007
N -0.510 -1.660 1.389 0.003
C 2.342 1.695 -0.793 0.083
C 4.049 2.327 -2.442 -0.026
N 1.262 2.389 -0.254 -0.003
C 1.135 3.745 -0.278 0.008
C -0.102 4.047 0.236 0.002
C -0.668 2.810 0.552 0.011
N 0.167 1.824 0.267 0.007
H 6.847 1.068 -3.248 0.001
H 5.933 2.300 -4.134 0.000
H 5.680 0.582 -4.476 0.001
H 5.392 -0.774 -2.256 -0.001
H 3.840 -1.373 -0.623 0.000
H 4.225 0.032 1.478 0.002
H 5.347 -1.413 3.082 0.000
H 5.512 -3.694 3.993 0.000
H 4.105 -4.771 3.997 0.000
H 4.232 -3.481 5.190 0.000
H 1.914 -3.922 3.204 0.000
H 0.490 -4.716 1.669 0.000
H -2.200 -4.465 1.386 0.000
H -2.589 -1.791 1.194 -0.003
H 4.238 3.232 -3.005 -0.001
H 1.924 4.375 -0.626 0.001
H -0.523 5.020 0.379 0.000
H -1.629 2.606 0.972 0.004
C 1.212 0.970 -6.004 0.000
C 0.639 0.405 -4.727 0.008
O -0.231 -0.634 -4.994 0.001
P -0.224 1.687 -3.723 0.007
O -1.484 2.119 -4.606 0.002
O 0.657 3.011 -3.786 0.001
O -0.603 1.365 -2.331 0.014
P 2.077 -0.093 -3.514 0.016
O 2.828 -1.233 -4.410 0.003
O 3.019 2.583 -1.598 0.016
O 1.354 -0.864 -2.442 0.029
H 0.419 1.365 -6.637 0.000
H 1.723 0.168 -6.534 0.000
H 1.916 1.767 -5.782 -0.001
H -0.571 -1.024 -4.151 0.001
H -2.028 1.355 -4.811 0.000
H 1.008 3.213 -2.915 0.000
H 2.447 -2.095 -4.207 0.000
C -4.255 -1.409 -1.122 -0.002
C -3.536 -0.061 -1.159 0.007
O -2.780 0.197 0.017 0.022
C -3.552 0.750 1.072 0.002
C -2.768 0.699 2.382 0.006
H -4.710 -1.599 -2.090 0.000
H -5.033 -1.434 -0.360 0.000
H -3.534 -2.198 -0.921 0.001
H -4.258 0.753 -1.320 0.001
H -2.806 -0.058 -1.972 0.000
H -4.500 0.201 1.170 0.001
H -3.812 1.789 0.811 0.000
H -3.065 -0.156 2.983 0.000
H -2.932 1.602 2.966 0.000
H -1.706 0.601 2.154 0.000
O -0.694 -3.598 -3.077 -0.003
N -0.690 -2.670 -2.307 0.003
O -1.208 -1.574 -2.627 0.010
O -0.203 -2.770 -1.177 -0.027
```

***

Among the records above, which one has the lowest F_max?
C9H12BrNOS